[1]
The following is a quantum chemistry calculation of 2 unconnected molecules or ions with the total composition C5H14NO, from the OMol25 dataset.

Calculated values
- lowest unoccupied orbital energy (eV) = -8.06
- energy above the lowest of the compared OMol25 structures with the same formula, charge and spin (kJ/mol) = 658.1
- charge = +1
- HOMO energy (eV) = -14.59

Element x y z (Å)
1 H -2.22 -0.33 0.62
2 C 0.15 -2.28 -0.31
3 O -0.81 2.55 0.44
4 H 0.80 -3.08 -0.67
5 H -0.83 -2.46 -0.76
6 H -1.84 -0.78 -0.92
7 H -0.01 -0.93 1.94
8 H -0.74 2.34 1.37
9 N -1.67 -0.08 -0.20
10 H 1.02 1.91 -0.21
11 H -0.34 1.71 -1.33
12 H 1.67 -1.33 1.24
13 H 2.86 -1.29 -0.17
14 H 0.10 0.13 1.24
15 C -0.30 0.14 0.11
16 C 0.66 -0.84 -0.52
17 C -0.03 1.62 -0.29
18 H 0.72 -0.70 -1.60
19 C 1.98 -0.85 0.30
20 H 2.29 0.16 0.55
21 H 0.02 -2.34 0.80


[2]
The following is a quantum chemistry calculation of 2 unconnected molecules or ions with the total composition C5H14NO, from the OMol25 dataset.

Calculated values
- lowest unoccupied orbital energy (eV) = -3.36
- energy above the lowest of the compared OMol25 structures with the same formula, charge and spin (kJ/mol) = 244.4
- charge = +1
- HOMO energy (eV) = -13.68

Element x y z (Å)
1 H 0.30 -1.63 -2.02
2 H 0.31 0.33 1.15
3 H -1.05 1.95 -1.16
4 H -1.96 -0.80 0.90
5 C -0.47 -2.29 -1.71
6 C -0.42 1.66 -0.36
7 H -2.00 -0.23 -0.77
8 O 2.14 1.17 2.21
9 H 0.02 -3.47 -1.59
10 C -0.82 -2.03 -0.29
11 H 3.02 1.38 2.55
12 C -1.35 -0.61 0.02
13 H 0.02 -2.21 0.45
14 H 1.49 2.27 0.57
15 C -0.38 0.43 0.29
16 H -1.25 -2.27 -2.38
17 N 0.68 2.61 0.00
18 H 0.10 3.29 0.61
19 H 1.07 3.06 -0.78
20 H 2.15 0.21 2.22
21 H -1.59 -2.83 0.08